{
  "formula": "C8H13N5O2",
  "method": "wB97M-V/def2-TZVPD",
  "symbols": ["C", "C", "C", "C", "C", "C", "C", "C", "N", "N", "N", "N", "N", "O", "O", "H", "H", "H", "H", "H", "H", "H", "H", "H", "H", "H", "H", "H"],
  "positions_angstrom": [[-0.570, 0.563, -0.880], [-1.126, 0.239, 1.565], [-1.691, -1.451, -0.084], [2.880, -0.943, 0.453], [1.721, -0.579, 1.079], [-1.706, 2.585, -0.446], [-0.296, 1.098, 0.546], [1.184, 0.882, 1.121], [-1.095, -0.762, -1.075], [-1.623, -0.986, 1.148], [-0.772, 2.520, 0.501], [0.458, 0.789, -1.764], [-2.435, -2.542, -0.304], [-1.523, 0.735, 2.612], [-1.819, 1.625, -1.278], [3.317, -1.956, 0.508], [3.487, -0.260, -0.169], [1.383, -1.249, 1.865], [-2.332, 3.516, -0.597], [1.201, 0.973, 2.252], [1.738, 1.485, 0.431], [-1.381, -1.038, -2.061], [-1.906, -1.417, 2.060], [-0.599, 3.207, 1.122], [0.985, 1.649, -1.833], [0.372, 0.241, -2.620], [-2.467, -3.020, -1.135], [-2.832, -3.011, 0.512]],
  "forces_ev_per_angstrom": [[1.8, 0.9, -1.0], [-1.7, 4.1, 0.4], [-1.2, -1.3, -0.7], [-1.0, 0.4, 0.1], [1.9, 0.1, -1.0], [-0.1, 1.8, -0.4], [0.1, -1.8, 2.1], [-0.7, -1.9, 0.0], [-0.8, 0.2, -1.0], [0.6, 0.0, 3.0], [-1.6, -5.1, -3.9], [-1.0, -1.1, -0.3], [0.9, 1.9, 2.9], [1.4, -1.6, -1.8], [0.2, -0.2, 1.4], [-0.5, 0.6, 0.4], [-0.7, -0.2, 0.3], [-0.5, -0.1, -0.2], [0.7, -1.1, 0.2], [-0.1, 1.5, -1.5], [1.1, 0.7, 0.6], [0.7, 0.6, 1.6], [-0.4, -0.6, -1.6], [0.7, 2.6, 2.8], [-0.3, 0.0, 0.2], [0.5, 0.5, 0.1], [0.0, -1.2, -2.4], [0.1, 0.1, -0.5]],
  "relative_energy_kj_mol": 0.0,
  "homo_energy_ev": -16.35,
  "homo_lumo_gap_ev": 8.753,
  "smiles": "C=CC[C@@]12[NH+]=CO[C@]1(N)NC(=[NH2+])NC2=O",
  "charge": 2
}

***

{
  "formula": "C27H37CdN4O5S2",
  "method": "wB97M-V/def2-TZVPD",
  "symbols": ["Cd", "C", "O", "C", "C", "O", "C", "C", "O", "C", "H", "H", "H", "H", "H", "H", "H", "H", "H", "H", "H", "H", "H", "H", "C", "C", "N", "N", "C", "O", "C", "C", "C", "C", "C", "C", "C", "C", "C", "C", "C", "N", "H", "H", "H", "H", "H", "H", "H", "H", "H", "H", "H", "H", "S", "C", "N", "C", "C", "C", "C", "H", "H", "H", "H", "H", "C", "S", "C", "O", "H", "H", "H", "H", "H", "H"],
  "positions_angstrom": [[0.411, 0.124, -0.069], [-1.787, -3.078, 1.326], [-1.967, -1.766, 0.824], [-2.732, -1.785, -0.362], [-2.825, -0.396, -0.949], [-1.596, 0.077, -1.497], [-1.293, -0.511, -2.762], [-0.092, 0.194, -3.336], [1.079, -0.030, -2.559], [1.899, -1.075, -3.080], [-2.744, -3.511, 1.640], [-1.338, -3.731, 0.572], [-1.119, -3.017, 2.183], [-2.287, -2.489, -1.077], [-3.754, -2.128, -0.147], [-3.585, -0.394, -1.738], [-3.111, 0.319, -0.180], [-1.095, -1.578, -2.651], [-2.149, -0.365, -3.433], [0.067, -0.143, -4.365], [-0.282, 1.268, -3.346], [2.321, -0.772, -4.042], [2.704, -1.241, -2.367], [1.336, -2.003, -3.196], [3.995, -1.619, 2.329], [2.952, -0.756, 1.690], [2.033, -1.201, 0.914], [2.007, -2.535, 0.656], [1.077, -2.842, -0.242], [0.304, -2.037, -0.836], [0.970, -4.293, -0.585], [0.173, -4.675, -1.660], [0.037, -6.014, -1.991], [0.693, -6.982, -1.243], [1.487, -6.606, -0.167], [1.629, -5.267, 0.160], [2.963, 0.706, 1.944], [3.877, 1.268, 2.835], [3.851, 2.634, 3.057], [2.914, 3.407, 2.387], [2.043, 2.768, 1.518], [2.063, 1.457, 1.300], [3.848, -2.650, 2.027], [3.939, -1.554, 3.418], [4.996, -1.299, 2.032], [-0.342, -3.912, -2.229], [-0.580, -6.304, -2.832], [0.587, -8.028, -1.499], [1.996, -7.360, 0.418], [2.248, -4.962, 0.991], [4.597, 0.644, 3.343], [4.555, 3.090, 3.741], [2.857, 4.477, 2.525], [1.275, 3.319, 0.995], [-1.242, 1.547, 1.662], [-0.972, 0.711, 3.120], [0.074, 1.069, 3.909], [0.386, 0.499, 5.098], [-0.381, -0.510, 5.588], [-1.494, -0.918, 4.828], [-1.786, -0.324, 3.631], [0.649, 1.824, 3.556], [1.254, 0.899, 5.601], [-0.140, -0.966, 6.535], [-2.128, -1.713, 5.200], [-2.629, -0.628, 3.031], [-1.379, 4.228, -1.785], [0.303, 3.803, -1.362], [1.034, 3.976, -2.986], [0.277, 2.338, -1.053], [-1.405, 5.244, -2.178], [-1.967, 4.164, -0.872], [-1.742, 3.509, -2.520], [1.172, 5.037, -3.189], [0.403, 3.518, -3.746], [2.000, 3.478, -2.942]],
  "forces_ev_per_angstrom": [[-0.2, 0.2, 0.0], [0.0, 0.0, 0.0], [-0.1, 0.1, 0.0], [-0.1, 0.0, 0.0], [0.0, -0.1, 0.0], [0.1, -0.1, -0.1], [-0.1, 0.1, 0.0], [0.1, 0.0, 0.0], [0.0, 0.3, -0.1], [0.0, 0.0, 0.1], [0.0, 0.0, 0.0], [0.0, 0.0, 0.0], [0.0, 0.0, 0.0], [0.0, 0.0, 0.0], [0.0, 0.0, 0.0], [0.0, 0.0, 0.0], [0.0, 0.0, 0.0], [0.0, 0.0, 0.0], [0.0, 0.0, 0.0], [0.0, 0.0, 0.0], [0.1, 0.0, 0.1], [0.0, 0.0, 0.0], [0.0, 0.0, 0.0], [0.0, 0.0, 0.0], [0.0, 0.0, 0.0], [0.0, 0.0, 0.0], [0.1, -0.2, 0.1], [0.0, 0.1, 0.1], [0.0, 0.0, -0.2], [0.1, -0.1, 0.2], [0.0, 0.0, 0.0], [0.0, 0.0, 0.0], [0.0, 0.0, 0.0], [0.0, 0.0, 0.0], [0.0, 0.0, 0.0], [0.0, 0.0, 0.0], [0.0, -0.1, 0.0], [0.0, 0.0, 0.0], [0.0, 0.0, 0.0], [0.0, 0.0, 0.0], [-0.1, 0.0, 0.0], [0.1, -0.1, -0.1], [0.0, 0.0, 0.0], [0.0, 0.0, 0.0], [0.0, 0.0, 0.0], [0.0, 0.0, 0.0], [0.0, 0.0, 0.0], [0.0, 0.0, 0.0], [0.0, 0.0, 0.0], [0.0, 0.0, 0.0], [0.0, 0.0, 0.0], [0.0, 0.0, 0.0], [0.0, 0.0, 0.0], [0.0, 0.0, 0.0], [0.1, -0.1, -0.2], [-0.1, 0.0, 0.1], [0.1, 0.0, -0.1], [0.0, 0.0, 0.0], [0.0, 0.0, 0.0], [0.0, 0.0, 0.0], [0.0, 0.0, -0.1], [0.0, 0.0, 0.0], [0.0, 0.0, 0.0], [0.0, 0.0, 0.0], [0.0, 0.0, 0.0], [0.0, 0.0, 0.0], [0.0, 0.0, 0.0], [0.0, 0.0, 0.1], [0.0, 0.0, 0.0], [0.1, 0.0, -0.2], [0.0, 0.0, 0.0], [0.0, 0.0, 0.0], [0.0, 0.0, 0.0], [0.0, 0.0, 0.0], [0.0, 0.0, 0.0], [0.0, 0.0, 0.0]],
  "relative_energy_kj_mol": 59.6,
  "homo_energy_ev": -10.14,
  "homo_lumo_gap_ev": 7.570,
  "charge": 1
}